Run i
# C4H10N2O2

A 2-piece molecular cluster, C4H10N2O2 overall (ωB97M-V with the def2-TZVPD basis set, the OMol25 dataset).

Cartesian coordinates (Å):
C 0.45991 -1.12297 -1.48194
N 1.76427 -1.23374 -0.96291
O -0.41732 -2.05999 -1.04450
H -0.92423 -1.65528 -0.22885
H 2.56894 -1.28756 -1.56764
H 1.79815 -1.29766 0.04631
H 0.45165 -1.02062 -2.56948
H -0.00950 -0.08377 -0.99414
C -1.57806 1.61670 -0.15891
C -0.75095 0.48876 0.42308
C 0.82946 0.62529 2.18320
N 0.43719 0.95490 1.03267
O -1.29840 -0.58113 0.78993
H -2.34507 1.20213 -0.81040
H -2.07324 2.14530 0.65859
H -0.94351 2.32337 -0.69081
H 1.84240 0.88281 2.47913
H 0.18828 0.10346 2.89669

- multiplicity = 1
- frontier orbital gap (eV) = 8.68

Here are the natural (NBO) charges for atoms 1 to 2, given in e: C 0.1899; N -0.8819

=====

Run ii
# C4H10N2O2

A 2-piece molecular cluster, C4H10N2O2 overall (ωB97M-V with the def2-TZVPD basis set, the OMol25 dataset).

Cartesian coordinates (Å):
C 0.39596 -0.80027 1.92328
C 1.00199 0.55592 1.99017
O 0.45692 1.51075 2.51579
N 2.28155 0.69458 1.53075
H 2.65885 1.60482 1.66960
H 2.70870 0.03525 0.90590
H 0.19626 -1.27701 2.89053
H 1.13110 -1.54567 1.62134
H -0.55321 -0.86291 1.40214
C -2.03118 -0.55096 -1.47163
C -0.70295 -0.32423 -2.12022
O -0.25362 -0.92798 -3.07083
N -0.18883 0.94558 -1.89637
H -2.45918 0.21122 -0.83471
H -2.20337 -1.57586 -1.16160
H 0.60127 1.11656 -2.49963
H -0.28842 1.57345 -1.11969
H -2.75184 -0.38326 -2.27481

- multiplicity = 1
- frontier orbital gap (eV) = 10.67

Here are the natural (NBO) charges for atoms 1 to 2, given in e: C -0.7299; C 0.6608

=====

Top of the stability list: run ii, leading by 0.0976 hartree.